# 1
The following is a quantum chemistry calculation of a molecular structure, C19H37NO11S in a non-equilibrium geometry, from the Open Molecules 2025 dataset.

Values from the calculation:
* E_HOMO: -10.15 eV
* gap between HOMO and LUMO: 10.47 eV

```
! wB97M-V def2-TZVPD RIJCOSX def2/J DEFGRID3
* xyz 0 1
S -4.330 3.626 1.919
O -4.748 -0.912 2.782
O -3.931 2.306 2.728
O 7.253 0.335 -4.293
O -3.034 -5.249 -1.346
O 5.681 1.514 -3.183
O -4.445 -6.372 0.010
O -3.917 3.034 0.510
O 6.771 -0.009 -2.116
O -5.726 3.860 1.967
O -3.449 4.686 2.282
O -4.772 -4.222 -0.590
N -2.825 -1.650 1.713
C -0.293 2.014 0.476
C -4.429 -0.046 0.591
C -4.022 -0.860 1.791
C -5.969 -4.219 0.191
C 2.660 -0.267 1.088
C 7.765 -1.035 -2.089
C 0.881 2.310 -0.470
C -1.613 2.564 -0.068
C 5.424 2.240 -4.387
C -2.669 1.938 2.158
C 2.859 2.301 1.168
C -2.873 2.019 0.649
C 3.394 0.983 0.598
C -4.117 -5.381 -0.583
C 2.727 -0.451 2.601
C -3.316 0.760 -0.073
C 2.002 3.111 0.193
C -2.230 -6.427 -1.428
C 6.632 0.588 -3.298
H 4.638 2.952 -4.152
H 1.532 3.929 0.737
H -5.747 -4.418 1.237
H 0.506 2.898 -1.306
H 6.314 2.775 -4.710
H 2.622 3.543 -0.590
H -1.861 -6.709 -0.445
H -5.265 0.578 0.885
H -3.693 1.102 -1.034
H 1.614 -0.218 0.785
H 3.106 -1.136 0.610
H 4.437 0.888 0.897
H -6.395 -3.224 0.099
H 2.318 2.162 2.100
H 2.387 -1.448 2.874
H -0.406 0.934 0.582
H -2.441 0.154 -0.291
H -2.048 -1.128 2.103
H -0.111 2.440 1.460
H 3.385 0.985 -0.489
H -6.678 -4.952 -0.188
H 3.756 -0.366 2.941
H 2.087 0.252 3.123
H 8.746 -0.626 -2.323
H 1.265 1.384 -0.889
H 7.514 -1.831 -2.788
H -2.796 -7.248 -1.864
H 3.718 2.920 1.419
H -1.685 2.244 -1.107
H 5.085 1.570 -5.174
H -4.796 -0.766 -0.141
H 7.769 -1.429 -1.077
H -1.922 2.652 2.497
H -1.393 -6.180 -2.074
H -2.305 0.980 2.505
H -2.975 -2.401 2.378
H -1.624 3.650 -0.084
*
```

***

# 2
The following is a quantum chemistry calculation of a molecular structure, C19H38AgNNbO5PS in a non-equilibrium geometry, from the Open Molecules 2025 dataset.

Values from the calculation:
* <S²>: 0.763
* E_HOMO (spin up / spin down): -10.66 / -10.64 eV
* gap between HOMO and LUMO (spin up / spin down): 4.64 / 4.62 eV

```
! wB97M-V def2-TZVPD RIJCOSX def2/J DEFGRID3
* xyz 1 2
Ag -4.602 -2.764 -0.312
Nb -0.957 1.330 -0.358
S 2.754 1.768 0.439
P 1.029 1.710 1.366
O -4.077 -0.994 0.657
O 1.180 -1.014 -0.131
O 0.935 4.145 -3.329
O 0.877 3.099 2.183
O 1.068 0.635 2.548
N -3.108 2.199 -2.406
C 3.995 -2.783 -2.378
C 0.533 -3.098 0.869
C 3.558 -2.095 -1.084
C -1.716 3.326 0.336
C -0.165 -5.172 1.981
C -3.500 0.204 1.267
C 0.163 3.702 -2.200
C 2.540 -2.905 -0.305
C 1.392 -2.350 0.144
C -2.227 4.761 2.432
C -1.984 0.144 1.311
C 0.300 2.194 -2.034
C -2.596 0.948 -1.861
C -2.294 3.345 1.787
C 2.803 -4.192 -0.041
C 0.804 -4.379 1.141
C 1.943 -4.936 0.680
C 4.822 -1.874 -0.204
C 0.017 -0.699 -0.949
H -2.019 5.497 1.664
H 1.248 3.773 1.584
H -0.380 -4.642 2.907
H 1.337 1.867 -2.022
H -0.137 1.736 -2.926
H -1.096 -5.299 1.427
H -3.952 0.333 2.247
H 4.339 -3.800 -2.226
H 0.260 -6.124 2.276
H 5.612 -2.536 -0.548
H -3.179 4.963 2.920
H -3.326 2.999 1.816
H -3.378 0.251 -1.527
H 5.174 -0.847 -0.235
H -0.766 -1.447 -0.784
H -1.711 -0.912 1.214
H 3.216 -2.758 -3.138
H -3.861 1.034 0.667
H 3.103 -1.141 -1.327
H 0.312 -0.675 -2.004
H -3.317 2.120 -3.391
H -0.858 4.000 -2.400
H 0.580 -0.169 2.296
H -2.093 0.447 -2.690
H -1.663 0.434 2.313
H -2.494 3.734 -0.314
H 0.540 4.243 -1.327
H -1.482 4.776 3.220
H -0.376 -2.637 1.240
H -0.922 4.073 0.358
H 4.825 -2.216 -2.796
H -3.752 -1.747 1.171
H 4.615 -2.188 0.814
H -3.898 2.547 -1.882
H -1.692 2.707 2.429
H 1.857 3.974 -3.102
H 2.137 -5.970 0.923
H 3.707 -4.657 -0.395
*
```

***

# 3
The following is a quantum chemistry calculation of a molecular structure, C19H38AlCl28O in a non-equilibrium geometry, from the Open Molecules 2025 dataset.

Values from the calculation:
* E_HOMO: -5.06 eV
* gap between HOMO and LUMO: 6.46 eV

```
! wB97M-V def2-TZVPD RIJCOSX def2/J DEFGRID3
* xyz -1 1
Cl -0.244 -9.109 -7.612
Cl -2.077 4.505 2.295
Cl 4.227 2.952 7.162
Cl -0.379 0.380 -8.443
Cl -2.436 -10.302 -3.617
Cl -4.872 -5.726 1.699
Cl 0.593 -3.510 2.394
Cl 2.001 8.394 9.237
Cl -0.100 -4.497 -2.019
Cl 0.521 10.570 7.954
Cl -2.076 -11.100 -0.824
Cl 1.393 3.351 5.343
Cl -0.417 3.302 -8.502
Cl 5.586 0.358 7.168
Cl -0.134 -7.858 -3.487
Cl 3.699 9.542 5.086
Cl -2.744 -7.516 0.774
Cl 2.381 -0.877 -1.991
Cl 1.071 -11.213 -6.068
Cl -1.479 -5.749 -5.008
Cl -2.203 -3.594 3.259
Cl -2.383 -3.519 -0.483
Cl 0.087 0.043 -0.423
Cl -0.341 2.395 1.250
Cl 5.057 6.959 5.017
Cl 4.391 -0.093 2.052
Cl 1.381 6.268 5.430
Cl 2.151 0.759 3.731
Al -2.438 4.949 -2.964
O -1.676 1.667 -4.091
C -4.130 6.613 -0.747
C 2.692 -0.353 2.462
C 0.689 4.785 6.097
C 0.936 -10.428 -7.643
C 4.835 1.618 6.177
C -0.270 -7.042 -5.049
C -0.329 2.815 -2.350
C -1.804 -4.736 -1.630
C 4.288 8.226 4.059
C -0.438 3.847 2.253
C -0.664 -2.726 3.360
C -3.151 -10.338 -2.003
C -3.229 -6.308 1.979
C 1.777 9.340 7.758
C 0.671 -1.129 -1.609
C -1.111 1.848 -7.773
C -0.809 4.242 -1.967
C -3.447 6.128 -1.631
C -0.474 2.422 -3.834
H -4.079 -10.897 -2.044
H 4.008 1.183 5.632
H 0.547 -2.120 -1.198
H 1.902 -10.020 -7.915
H -1.115 4.201 -0.911
H 0.404 1.817 -4.098
H -2.547 -5.459 1.931
H 2.571 -1.371 2.817
H -4.679 6.854 0.135
H -0.380 4.787 5.917
H 2.709 9.830 7.519
H -0.812 -1.719 2.987
H -0.935 1.872 -6.702
H 0.891 4.753 7.162
H 5.010 8.624 3.357
H 0.003 4.976 -2.035
H 1.488 8.669 6.959
H -3.186 -6.770 2.959
H -0.513 3.294 -4.500
H 0.089 -1.025 -2.519
H 3.443 7.799 3.530
H 0.616 -11.161 -8.374
H -0.138 3.594 3.264
H 0.753 2.769 -2.140
H -0.778 2.035 -1.724
H 2.086 -0.186 1.577
H 5.576 2.005 5.487
H -3.342 -9.319 -1.687
H -2.175 1.831 -7.973
H -0.566 -7.777 -5.793
H -0.346 -2.703 4.396
H -2.231 1.887 -3.336
H -3.422 3.766 -3.447
H -2.034 5.814 -4.258
H -2.388 -4.656 -2.539
H 0.691 -6.610 -5.306
H 0.227 4.596 1.838
H -1.919 -5.721 -1.196
*
```

***

What is the formula in the second record? C19H38AgNNbO5PS